Entry 1:
16
Properties=species:S:1:pos:R:3:mulliken_charge:R:1 method="wB97M-V/def2-TZVPD" total_charge=0 homo_lumo_gap_ha=0.3826
H 0.95959 2.66628 0.82951 0.3360
O -0.66754 -0.99246 0.98600 -0.5156
O 2.89790 -1.76944 1.48776 -0.4808
C 0.15910 -0.51153 -0.02507 -0.3197
C 0.94742 0.82277 0.33055 1.0049
N 1.96678 0.95153 -0.86326 -0.3632
O 4.02607 1.30812 0.38412 -0.4867
N 1.35287 -1.32631 -0.22005 -0.2207
N 1.99176 0.32572 1.18672 -0.2498
C 1.94484 -0.47324 -1.27934 0.5424
H -1.62033 -1.06974 0.67501 0.3918
C 2.90872 0.92663 0.22627 0.3177
C 2.18260 -1.02678 0.90558 0.4980
O 2.49731 -0.98186 -2.18113 -0.4145
O 0.30976 1.97589 0.64055 -0.5002
H -0.29726 -0.60285 -1.05702 0.4605


Entry 2:
15
Properties=species:S:1:pos:R:3:mulliken_charge:R:1 method="wB97M-V/def2-TZVPD" total_charge=+1 homo_lumo_gap_ha="0.1440 / 0.1498"
H 1.18618 -1.07324 -0.17323 0.3017
C 2.66458 0.42544 -0.66987 -1.2705
H 0.58357 1.90337 0.18044 0.4206
N -0.49285 0.33390 1.21327 -0.2600
H 0.86723 -0.19156 -1.63918 0.2726
H 2.74433 1.36311 -1.22298 0.3326
N -1.10619 0.54203 0.19591 -0.2124
C -3.73151 -1.09441 1.38741 -0.0078
H -3.39365 -0.34677 2.08419 0.3216
H -4.77677 -1.35121 1.34378 0.2952
H -3.03094 -1.60456 0.75054 0.3121
H 3.29498 -0.31263 -1.15731 0.3451
C 1.23602 -0.06784 -0.60690 -0.3766
C 0.31930 0.85412 0.12549 0.1730
H 3.04737 0.62011 0.33259 0.3527


Entry 3:
20
Properties=species:S:1:pos:R:3:mulliken_charge:R:1 method="wB97M-V/def2-TZVPD" total_charge=-1 homo_lumo_gap_ha=0.2037
C 1.38937 0.98760 -0.45947 -0.3740
H 1.17308 0.52041 1.65598 0.3085
H 2.43918 1.35033 -0.15460 0.2218
H 1.52915 -1.97646 0.56178 0.3364
H 0.25999 -2.77099 1.17889 0.4655
H -3.41321 -1.01047 0.27154 0.2699
N -2.67927 -1.61238 0.56230 -0.5832
H -1.98220 0.48107 0.37739 0.3036
H -0.17099 1.68908 -1.64511 0.0669
C 0.39525 -2.01143 0.45510 -1.5450
O 1.50204 2.81851 -2.20774 -0.8830
H 0.67939 3.00885 -0.47917 0.2370
C -0.24453 -0.71187 0.61737 0.5900
C 0.52617 0.58152 0.71607 -0.9562
C -1.59172 -0.55061 0.50549 -0.2115
H 0.15867 -2.54685 -0.44108 0.3326
C 0.76984 2.21454 -1.23405 -0.4679
H 0.09405 1.56665 1.04340 0.4476
H -2.50990 -2.41375 0.04096 0.2054
H 1.67563 0.38624 -1.36506 0.2355


Entry 4:
38
Properties=species:S:1:pos:R:3:mulliken_charge:R:1 method="wB97M-V/def2-TZVPD" total_charge=0 homo_lumo_gap_ha=0.3233 smiles=Cc1cn([C@H](c2ccccc2)c2ccc(F)cc2)c(C)n1
C 0.90662 1.07511 0.90868 -0.2141
C -2.98846 0.57470 -1.03838 -1.3507
C 1.57701 3.31700 1.59649 -0.5786
C -0.28015 0.22079 0.44203 0.2282
C 0.75663 2.47692 0.82783 -0.6546
C 2.11312 0.56803 1.40246 -0.1877
C -0.99838 -3.82857 1.81756 0.4096
H -1.14252 0.67784 0.96632 0.3445
C 0.54749 0.36446 -1.90828 -0.4952
H 3.68366 0.91579 2.84653 0.3834
H -2.00913 -1.64126 -0.54621 0.2940
C 0.53559 0.59520 -4.49089 -1.1994
H -3.60404 -0.20147 -1.51050 0.3203
C 2.58298 2.73357 2.39081 -0.3647
C -0.07245 0.50505 -3.14638 0.3411
H -0.02115 2.91320 0.18637 0.3768
C -1.77800 -3.29984 0.79325 -0.8677
H 1.13955 -1.30250 2.37145 0.6692
H 1.59985 0.22109 -1.71169 0.3903
F -1.34530 -5.05180 2.32999 -0.3276
H 0.76255 -3.64196 3.05971 0.4260
N -0.45563 0.39917 -0.96133 0.6385
C 0.11738 -3.17331 2.31971 -1.0230
C -1.42083 -2.04934 0.27607 -0.3124
H 1.41820 4.40493 1.58674 0.3746
H 0.11893 -0.14961 -5.18041 0.2901
H 1.62072 0.45255 -4.45857 0.3225
H 0.34092 1.57588 -4.94401 0.2616
H -2.95644 0.42905 0.04631 0.2708
C 2.88045 1.37064 2.26148 -0.9028
N -1.42173 0.59513 -2.96265 -0.7815
H -3.45329 1.54067 -1.27403 0.3680
C -1.65182 0.52177 -1.65683 0.9455
C 0.37279 -1.87506 1.86035 -0.2471
H -2.60743 -3.85727 0.36817 0.4443
C -0.40166 -1.27924 0.85490 0.1593
H 3.12055 3.35859 3.10849 0.3759
H 2.41339 -0.45590 1.16845 0.8729


Entry 5:
42
Properties=species:S:1:pos:R:3:mulliken_spin:R:1 method="wB97M-V/def2-TZVPD" total_charge=+2 homo_lumo_gap_ha="0.2317 / 0.1641" s_squared=6.148 multiplicity=5
C 1.10817 -2.74472 -1.25350 0.0148
F -2.11894 -1.67534 -1.17346 0.0440
P -0.82746 2.16512 -0.48914 -0.0607
C -1.18850 2.73539 1.16864 -0.0109
H 1.44869 -1.84330 1.83877 0.0022
H 0.10192 3.26354 -2.45412 -0.0001
H -2.71551 0.73457 -0.97124 0.0008
C 1.87480 1.51464 -1.03808 -0.1278
H -0.28539 3.19484 1.57249 0.0008
H -0.88664 4.40137 -1.43375 -0.0008
C -0.88647 -0.66532 2.10333 0.0826
H 3.22658 -0.71756 -2.40237 0.0004
P 1.91440 -1.33376 -0.44210 -0.0681
C 2.35271 -1.79973 1.23014 -0.0153
F -3.81026 -2.96815 0.40777 0.0400
Mn 0.59239 0.46594 -0.45860 2.3121
F 0.02884 0.06329 2.82461 0.0221
C -2.85011 -2.21228 0.98439 0.2403
H 2.84351 -2.77192 1.20096 -0.0035
H 3.00911 -1.02603 1.63158 0.0015
H 1.64033 -3.65363 -0.99416 -0.0012
C -0.88308 -0.68704 0.69987 -0.0380
C 3.45965 -1.01460 -1.35565 0.0098
H 0.79733 3.90719 -0.91562 -0.0029
C -0.14396 3.57767 -1.41500 0.0113
C -1.90526 -1.48967 0.18438 0.2549
H -1.45469 1.88368 1.79478 0.0020
F -1.76590 -1.31828 4.24969 0.0524
F -3.70891 -2.84861 3.12635 -0.0053
I 0.06124 -0.07321 -2.72657 0.0359
H -2.01223 3.44560 1.12040 -0.0025
H 4.08240 -1.93370 -1.35408 -0.0015
C -2.81029 -2.16081 2.35710 0.0212
I 3.48856 2.58034 0.20435 0.6747
H 3.99394 -0.16771 -0.86252 -0.0017
H -3.13195 2.45700 -1.07636 -0.0012
H -2.23556 1.64610 -2.38903 -0.0002
C -1.81237 -1.37428 2.90671 0.2380
H 1.09409 -2.60903 -2.33517 -0.0009
H 0.07077 -2.82309 -0.92939 -0.0007
O 2.62222 2.16275 -1.82470 0.2699
C -2.37815 1.71273 -1.31168 0.0118


Entry 6:
25
Properties=species:S:1:pos:R:3:mulliken_spin:R:1 method="wB97M-V/def2-TZVPD" total_charge=+1 homo_lumo_gap_ha="0.1753 / 0.2519" s_squared=2.008 multiplicity=3
C -2.22892 0.87566 0.84093 0.0103
H 1.88274 -1.26400 -1.53400 0.0086
H 0.06203 -0.28946 3.07049 -0.0057
C -2.69424 -0.77336 -1.26910 0.0008
H -0.97552 -1.90521 -0.38780 -0.0019
O 3.56172 1.47290 -1.10082 0.1619
C 2.25254 0.27984 0.56175 0.4471
H 0.43402 -1.72987 2.23077 0.0035
H -2.77654 -1.45227 -2.01094 -0.0006
H 3.30296 -0.57055 -2.44960 0.0065
C 1.60897 0.04121 1.74706 0.1681
H 3.80989 2.20233 -0.38526 -0.0035
C -3.26194 1.22896 -0.07224 0.0000
H -4.11804 0.59533 -2.04040 0.0006
C 0.58719 -0.65756 2.21983 0.3148
C 2.83078 0.40476 -0.63716 0.6170
C 2.91260 -0.85385 -1.48059 0.0063
H 3.71034 -1.50412 -1.01227 0.0425
N -1.43720 -0.17147 0.63450 0.0214
H -0.67071 -0.30344 1.30277 0.0311
C -1.72177 -1.03908 -0.35366 0.0015
C -3.40372 0.43648 -1.23623 0.0012
H -3.86231 2.19060 0.07967 -0.0011
H -1.92733 1.49766 1.61597 -0.0042
O 2.12245 1.28850 1.66634 0.1739